Entry 1:
DFT (wB97M-V/def2-TZVPD) results for a molecular structure, C26H23AsN4PtS2.

Results
- energy (eV) = -119053.180
- Kohn-Sham gap (eV) = 6.3
- relative energy (zero: lowest compared OMol25 entry of this formula, charge and spin) (eV) = 0.000

Element x y z (Å)
Pt (2.391, -0.029, -0.298)
As (-0.569, -0.283, 0.149)
S (3.383, 0.063, 1.731)
S (2.231, -2.335, -0.379)
N (3.147, 2.620, 0.751)
N (2.658, 1.950, -0.328)
N (1.771, 0.379, -2.246)
N (3.939, 2.387, 2.862)
C (0.295, -0.592, 4.787)
C (-3.129, 0.434, -0.948)
C (-2.493, 0.096, 0.246)
C (0.559, -2.875, -0.618)
C (-1.855, -2.797, -0.580)
C (0.459, -4.213, -1.028)
C (0.063, -1.757, 4.072)
C (-4.581, 0.436, 1.405)
C (-0.220, -0.477, 2.054)
C (-0.627, -2.159, -0.394)
C (1.361, -0.470, -3.180)
C (-5.208, 0.757, 0.211)
C (-0.201, -1.701, 2.709)
C (0.929, -0.029, -4.421)
C (1.368, 2.215, -3.711)
C (-3.232, 0.104, 1.423)
C (0.277, 0.634, 4.136)
C (0.031, 0.687, 2.773)
C (2.344, 4.058, -1.549)
C (2.287, 2.578, -1.394)
C (1.790, 1.714, -2.488)
C (-4.478, 0.753, -0.971)
C (0.931, 1.328, -4.685)
C (-0.763, -4.827, -1.211)
C (3.492, 1.801, 1.724)
C (-1.936, -4.117, -0.986)
H (0.598, -0.748, -5.156)
H (2.693, 4.511, -0.625)
H (-0.799, -5.862, -1.529)
H (0.048, 1.645, 2.262)
H (0.086, -2.716, 4.575)
H (4.229, 3.348, 2.801)
H (-0.378, -2.616, 2.156)
H (-5.144, 0.437, 2.330)
H (0.597, 1.703, -5.643)
H (1.355, 4.453, -1.790)
H (4.376, 1.806, 3.554)
H (0.497, -0.639, 5.850)
H (-2.563, 0.444, -1.875)
H (-2.770, -2.250, -0.394)
H (1.374, -4.769, -1.199)
H (0.470, 1.547, 4.686)
H (3.022, 4.335, -2.358)
H (-2.760, -0.156, 2.363)
H (-2.902, -4.586, -1.121)
H (1.382, 3.278, -3.897)
H (-4.958, 1.004, -1.908)
H (-6.259, 1.013, 0.200)
H (1.387, -1.515, -2.899)

Mulliken population analysis, charges in e, atoms 1 to 2:
1 Pt 1.879
2 As -0.069

***

Entry 2:
DFT (wB97M-V/def2-TZVPD) results for C26H23BBrF10NO8P2S2 in the gas phase in a non-equilibrium geometry.

Results
- SMILES = CP(C)c1c(CC=O)c(S)c2c(c1CC(=O)Br)Sc1c(CC(=O)F)cc(CP(=O)(O)O)c(C(F)(F)C(F)(F)C(F)(F)C(F)(F)F)c1N2CB(O)O
- energy (eV) = -183351.513
- Kohn-Sham gap (eV) = 8.1

Element x y z (Å)
Br (-5.642, 0.568, -0.271)
S (-0.081, -0.338, -3.450)
S (-1.713, 0.053, 1.720)
P (4.707, 1.406, 3.391)
P (-4.751, -2.981, -1.986)
F (2.386, 0.480, -1.829)
F (6.537, 2.125, 0.137)
F (4.767, 1.482, -2.844)
F (5.025, 3.468, -2.083)
F (4.039, -0.331, -0.738)
F (0.907, -2.666, 4.332)
F (7.248, 2.445, -1.865)
F (2.739, 2.814, -1.374)
F (6.627, 0.492, -1.298)
F (3.872, 2.649, 0.438)
O (-6.474, -1.564, 1.217)
O (0.555, -1.540, 6.209)
O (-1.240, 3.109, 0.986)
O (4.965, 0.689, 4.634)
O (6.057, 2.223, 2.975)
O (0.848, 4.000, 0.398)
O (-3.096, -0.151, -5.014)
O (3.525, 2.513, 3.517)
N (0.037, 0.588, -0.693)
C (4.333, 0.239, 1.996)
C (-1.291, -0.772, -2.193)
C (-2.383, -1.596, -2.452)
C (-0.012, -0.350, 4.241)
C (4.936, 2.169, -1.707)
C (-3.480, -1.248, -4.687)
C (-3.340, -1.918, -1.453)
C (6.334, 1.778, -1.133)
C (-2.530, -2.155, -3.867)
C (0.755, 0.377, 0.518)
C (0.520, -1.564, 5.011)
C (2.808, 0.197, 1.792)
C (-0.164, 2.011, -1.070)
C (-4.082, -1.733, 0.957)
C (-6.119, -1.994, -2.765)
C (3.056, 0.617, -0.668)
C (2.095, -0.057, 2.948)
C (0.714, -0.098, 2.924)
C (0.082, 0.110, 1.709)
C (-5.386, -4.094, -0.655)
C (-1.096, -0.249, -0.890)
C (-5.474, -1.106, 0.758)
C (-3.124, -1.405, -0.171)
C (-2.022, -0.593, 0.072)
C (3.698, 2.070, -0.767)
C (2.174, 0.396, 0.557)
B (-0.148, 3.078, 0.140)
H (-4.165, -2.810, 1.140)
H (-1.161, 2.082, -1.545)
H (0.540, 2.265, -1.881)
H (5.848, 2.964, 2.389)
H (-4.615, -4.780, -0.282)
H (-6.380, -2.512, -3.697)
H (-1.102, -0.405, 4.140)
H (3.642, 3.188, 2.833)
H (2.603, -0.227, 3.900)
H (1.075, 4.438, -0.432)
H (-3.730, -1.311, 1.914)
H (-5.733, -1.004, -3.041)
H (0.720, -1.423, -3.591)
H (-1.573, -2.185, -4.399)
H (-5.895, -3.601, 0.184)
H (4.698, -0.753, 2.291)
H (-4.486, -1.631, -4.964)
H (4.877, 0.620, 1.133)
H (0.190, 0.514, 4.889)
H (-1.979, 2.722, 0.499)
H (-7.020, -1.874, -2.148)
H (-6.150, -4.728, -1.134)
H (-2.901, -3.190, -3.851)

Mulliken population analysis, charges in e, atoms 1 to 2:
1 Br -0.192
2 S -0.234

***

Entry 3:
DFT (wB97M-V/def2-TZVPD) results for a molecular structure, C26H23BFN8SbSe4Y in a non-equilibrium geometry.

Results
- multiplicity = 2
- energy (eV) = -311618.340
- total charge = -2
- Kohn-Sham gap (alpha / beta) (eV) = 4.0 / 3.4
- relative energy (zero: lowest compared OMol25 entry of this formula, charge and spin) (eV) = 3.949

Element x y z (Å)
Sb (-0.931, -3.715, 3.718)
Y (0.298, -0.875, 0.039)
Se (-1.176, -5.943, 2.643)
Se (-3.016, -3.075, 4.783)
Se (-0.252, -2.125, 1.905)
Se (0.947, -4.031, 5.233)
F (-5.796, -1.042, -2.000)
N (2.945, 4.396, 0.399)
N (0.864, 2.238, 0.781)
N (3.273, 3.090, 0.246)
N (2.259, 1.326, -1.205)
N (2.436, -0.460, 1.213)
N (1.812, 0.083, -1.505)
N (2.881, 0.824, 1.216)
N (0.050, 1.187, 1.076)
C (-1.436, -1.564, -1.267)
C (5.167, 4.200, 0.022)
C (-0.932, 3.067, 1.772)
C (2.590, 1.037, -3.376)
C (4.601, 2.951, 0.014)
C (-3.108, -2.642, 0.352)
C (-3.083, 1.058, -0.908)
C (-2.104, -0.720, -2.411)
C (-1.025, 1.673, 1.674)
C (3.627, 1.048, 2.321)
C (2.005, -0.100, -2.802)
C (-2.161, -3.997, -1.364)
C (-4.497, -0.614, -1.888)
C (4.079, 5.064, 0.270)
C (-1.998, 0.657, -1.812)
C (-2.267, -2.720, -0.775)
C (-3.542, -1.116, -2.647)
C (-3.772, -3.745, 0.868)
C (2.921, -1.027, 2.310)
C (-4.280, 0.459, -0.938)
C (2.727, 1.919, -2.323)
C (3.692, -0.116, 3.047)
C (-3.621, -5.000, 0.277)
C (0.281, 3.382, 1.195)
C (-0.942, 1.463, -2.067)
C (-2.809, -5.117, -0.847)
B (2.300, 1.895, 0.260)
H (2.859, 1.199, -4.406)
H (-0.809, 2.407, -1.541)
H (-4.371, -3.638, 1.767)
H (6.206, 4.453, -0.125)
H (2.681, -2.051, 2.546)
H (4.075, 6.142, 0.358)
H (-3.209, -1.684, 0.840)
H (5.037, 1.975, -0.141)
H (-1.794, 1.001, 2.017)
H (-2.944, 1.953, -0.311)
H (-2.662, -6.091, -1.309)
H (1.693, -1.023, -3.265)
H (0.781, 4.324, 1.058)
H (-4.102, -5.873, 0.711)
H (4.054, 2.021, 2.511)
H (-1.539, -0.770, -3.350)
H (-0.235, 1.224, -2.851)
H (4.190, -0.287, 3.987)
H (-1.651, 3.748, 2.200)
H (-5.105, 0.789, -0.318)
H (3.119, 2.925, -2.299)
H (-3.769, -1.908, -3.352)
H (-1.511, -4.103, -2.225)

Mulliken population analysis, charges in e, atoms 1 to 2:
1 Sb 0.717
2 Y -0.017

***

Entry 4:
DFT (wB97M-V/def2-TZVPD) results for a molecular structure, C26H23Br2IrN5O5S2 in a non-equilibrium geometry.

Results
- energy (eV) = -209621.451
- total charge = -1
- Kohn-Sham gap (alpha / beta) (eV) = 6.4 / 6.4
- relative energy (zero: lowest compared OMol25 entry of this formula, charge and spin) (eV) = 1.556

Element x y z (Å)
Ir (-0.004, 0.034, 1.622)
Br (-0.340, 4.866, 1.150)
Br (0.041, 1.067, 3.916)
S (1.746, -1.702, -3.254)
S (-1.018, -0.825, -0.385)
O (-0.856, 1.379, -1.373)
O (-0.002, 2.101, 0.560)
O (1.388, -1.921, 3.082)
O (3.115, -2.100, -3.017)
O (1.536, -0.962, -4.477)
N (2.398, 2.480, 2.044)
N (2.378, 0.313, 1.248)
N (-2.690, -1.145, 3.866)
N (-2.540, 0.179, 1.974)
N (1.153, -0.883, -1.956)
C (0.218, 5.906, -1.413)
C (0.090, 3.499, -1.344)
C (0.620, -3.099, -3.141)
C (-0.269, 2.199, -0.656)
C (5.112, 0.105, 1.655)
C (-4.495, 0.778, 0.731)
C (0.487, -4.261, -3.850)
C (4.435, 1.225, 2.065)
C (0.405, 3.458, -2.698)
C (-1.400, -4.844, -2.449)
C (4.416, -0.900, 0.988)
C (0.084, -1.523, -1.510)
C (3.055, 1.333, 1.804)
C (-1.289, -3.666, -1.750)
C (-0.439, -2.979, 1.991)
C (-3.306, -0.471, 2.857)
C (-3.133, 0.793, 0.950)
C (0.505, 5.853, -2.765)
C (3.056, -0.753, 0.830)
C (-0.258, -2.771, -2.090)
C (0.028, 4.730, -0.707)
C (-5.299, 0.112, 1.647)
C (0.411, -1.785, 2.387)
C (-0.532, -5.150, -3.503)
C (0.621, 4.626, -3.402)
C (-4.704, -0.509, 2.727)
H (-1.971, -3.414, -0.949)
H (4.934, 2.041, 2.567)
H (1.408, 2.513, 1.836)
H (0.861, 4.583, -4.453)
H (-4.909, 1.274, -0.134)
H (4.919, -1.772, 0.606)
H (-5.296, -1.026, 3.468)
H (-1.725, -0.896, 4.029)
H (0.138, 6.853, -0.901)
H (2.779, 3.168, 2.667)
H (-2.175, -5.548, -2.175)
H (-6.373, 0.081, 1.520)
H (-0.650, -6.079, -4.044)
H (-0.370, -3.744, 2.766)
H (1.163, -4.485, -4.661)
H (-3.240, -1.335, 4.688)
H (-1.473, -2.713, 1.803)
H (0.474, 2.488, -3.171)
H (0.629, 6.772, -3.320)
H (2.482, -1.515, 0.327)
H (-0.018, -3.373, 1.064)
H (6.173, 0.018, 1.838)
H (-2.485, 1.324, 0.276)

Mulliken population analysis, charges in e, atoms 1 to 2:
1 Ir 1.717
2 Br -0.216